No. 1
This record from the OMol25 dataset describes a molecular structure, C16H16Cl3F5OSn. The level of theory is wB97M-V/def2-TZVPD.

The geometry in XYZ format:
```
42
Properties=species:S:1:pos:R:3:forces:R:3
Sn 0.6747 -0.3076 1.8367 -1.019 -0.159 -1.599
H -3.4866 -0.2246 1.8956 0.357 0.142 -0.369
Cl -0.7733 -1.9435 1.0036 1.056 0.407 0.811
C -0.8510 1.6847 3.5783 -0.270 0.189 -1.333
H 2.4731 0.3356 -3.1351 0.087 0.134 -0.071
H 2.1140 -2.0710 -3.2431 -0.320 -0.362 0.085
F -2.5754 2.8909 4.6485 0.550 -0.019 0.298
F -1.4166 1.9214 2.3641 0.303 -0.397 1.923
Cl 2.6933 -1.4669 2.1245 -0.005 0.043 0.271
H -3.0767 1.0760 -1.1869 -0.239 -0.029 0.055
C 1.0645 -2.4049 -3.3701 -0.002 -0.132 -0.307
C 0.7054 1.8384 5.8370 0.315 -0.131 -0.332
H -0.0469 2.6914 -2.1169 0.042 0.144 0.012
C 0.3461 0.0628 -3.0751 -0.999 -0.795 0.109
H -1.2019 -3.5014 -1.6135 -0.152 -0.234 0.140
F 2.3533 0.5056 4.7735 -0.893 0.384 0.174
H -1.7799 2.4845 -1.8912 -0.078 0.147 0.000
H -3.8496 -0.1630 -2.1979 -0.253 0.071 -0.044
C -1.7336 -0.2370 -2.1199 1.761 -0.245 -1.046
O -2.9477 0.0070 1.1096 -0.393 0.027 2.053
C -1.8248 -2.8290 -2.2162 -0.247 -0.332 0.080
C -3.0257 0.0301 -1.4923 -0.985 -0.271 0.127
C 0.3000 0.8992 3.6086 0.392 0.511 0.376
C -0.9406 2.2071 -2.5280 -0.099 0.458 -0.017
F -1.0209 3.0287 6.9825 0.284 -0.160 -0.638
H 1.6851 0.3906 -4.7156 0.155 0.090 -0.056
C -0.8011 0.7436 -2.5867 0.156 -1.772 0.212
C 1.5615 0.6679 -3.6570 0.341 0.120 -0.178
H 0.8639 -3.3405 -2.8140 0.343 0.306 -0.122
Cl 1.1297 1.0342 -0.0097 0.005 -0.218 0.758
C -1.3625 2.3109 4.7165 -0.081 0.301 -0.162
F 1.5775 2.0495 6.8488 -0.423 -0.146 -0.058
H -2.8025 -2.7087 -1.7447 0.020 -0.117 0.167
C -0.5701 2.4120 5.8689 -0.015 -0.526 -0.481
H -3.1987 -0.5327 -0.5391 0.109 0.452 -0.898
C -1.1726 -1.5209 -2.3869 0.729 1.484 -0.461
H 0.9393 -2.6446 -4.4408 0.212 -0.210 -0.047
C 1.1165 1.0742 4.7323 -0.216 -0.293 -0.091
C 0.1114 -1.3365 -2.9731 -0.536 0.999 0.681
H -1.1081 2.6272 -3.5288 -0.064 0.291 -0.014
H -1.9916 -3.3276 -3.1820 -0.044 -0.145 -0.022
H 1.5167 1.7610 -3.6115 0.118 -0.005 0.015
```
Positions in Å, forces in eV/Å.

Calculated values
Frontier orbital gap, eV: 2.9
Max |F|, eV/A: 2.09
Charge: -2
Energy relative to the best compared isomer or geometry (same formula, charge and spin), eV: 2.0184

=====

No. 2
This record from the OMol25 dataset describes a single C16H16N2O2 molecule. The level of theory is wB97M-V/def2-TZVPD.

The geometry in XYZ format:
```
36
Properties=species:S:1:pos:R:3:forces:R:3
O 1.0130 1.9166 0.2691 -0.041 0.521 0.119
C -2.1209 1.5658 0.9280 0.154 0.101 -0.292
H 0.6184 0.9357 -2.4309 0.053 -0.077 -0.008
C -1.2135 1.5532 -1.4589 0.158 -0.160 0.157
H 2.6017 0.8053 1.4843 -0.003 -0.201 0.077
H -3.2443 1.0406 2.6434 0.028 -0.020 -0.127
H 1.5630 -1.0738 -0.5299 -0.091 0.134 -0.029
C -3.5122 -0.8096 -1.4214 -0.004 0.008 0.033
N 1.6305 -0.2332 0.0212 0.151 -0.274 0.101
H 6.7282 -2.0782 -0.3068 0.214 -0.074 -0.078
C 4.7096 -1.6853 0.5591 -0.444 0.510 0.118
C 3.9869 -0.5269 0.5526 -0.130 -0.853 0.419
C 5.9177 -1.4033 -0.1241 0.145 0.510 -0.267
C 0.0337 0.6648 -1.5473 -0.134 0.410 -0.045
H 2.3602 -0.9298 1.8572 0.114 0.135 -0.047
H -1.7509 1.5196 -2.4085 0.030 0.079 -0.014
H 6.5103 0.5383 -1.0339 0.020 0.169 -0.056
H -5.8119 -2.5563 0.3453 -0.054 -0.046 0.033
H -0.2563 -0.3839 -1.6305 0.051 -0.028 -0.040
H -0.8927 2.5780 -1.2678 -0.023 -0.017 -0.131
H 4.4231 -2.6173 1.0018 -0.137 -0.166 0.134
H -3.0951 -0.7458 -2.4161 0.031 -0.006 -0.113
C -3.6390 -0.0604 0.8824 -0.062 -0.280 -0.478
C -4.6278 -0.9914 1.1731 -0.066 -0.037 0.079
C -4.4918 -1.7306 -1.1266 -0.017 -0.110 -0.223
C 0.9255 0.8697 -0.3338 -0.129 -0.564 -0.310
C -3.0698 0.0445 -0.4112 -0.198 -0.051 0.426
N -3.0393 0.8756 1.6731 -0.089 0.078 0.424
C 5.8343 -0.0988 -0.4992 0.603 -0.719 -0.091
C -5.0437 -1.8214 0.1543 -0.068 -0.018 0.144
O 4.6726 0.4371 -0.0967 -0.376 0.443 0.043
C 2.6260 -0.2096 1.0768 0.163 0.222 -0.148
H -4.8479 -2.3996 -1.8967 -0.016 -0.040 -0.063
C -2.1053 1.0973 -0.3520 0.101 0.314 0.087
H -5.0556 -1.0597 2.1630 -0.058 -0.031 0.080
H -1.5263 2.3463 1.3612 0.123 0.133 0.087
```
Positions in Å, forces in eV/Å.

Calculated values
SMILES: O=C(CCc1c[nH]c2ccccc12)NCc1ccco1
Frontier orbital gap, eV: 8.6
Max |F|, eV/A: 0.96
Energy relative to the best compared isomer or geometry (same formula, charge and spin), eV: 0.9081

=====

No. 3
This record from the OMol25 dataset describes a single C16H16N2O3S2 molecule. The level of theory is wB97M-V/def2-TZVPD.

The geometry in XYZ format:
```
39
Properties=species:S:1:pos:R:3:forces:R:3
H 1.6193 -4.4882 -4.7173 -0.031 -0.025 -0.084
H -2.3512 0.3084 2.6337 -0.145 -0.064 0.100
C 0.1685 -0.3291 -2.4743 -0.222 0.275 -0.325
H 1.4948 -2.3622 0.7255 -0.034 -0.040 0.105
N -3.7668 3.9479 3.7577 -0.672 0.983 0.529
C -1.5666 0.7330 2.0345 0.027 0.496 0.028
C 2.1361 -4.1566 -0.2507 -0.034 0.091 0.062
S -0.0292 2.4501 0.8686 -0.523 -0.194 0.342
C 2.0875 -4.1415 -2.6531 -0.036 -0.095 0.116
C 1.6155 -2.8362 -2.6162 -0.065 0.223 0.117
H -1.3125 5.0743 1.9192 0.188 0.149 -0.135
H 2.7208 -5.8117 -1.4743 0.024 -0.111 -0.013
H 0.8360 0.0015 -3.2746 -0.075 -0.036 -0.004
C 1.6520 -2.8629 -0.2149 0.014 -0.195 -0.047
H -3.6942 6.9023 2.6604 -0.036 0.066 -0.007
C -3.4644 6.3662 3.5796 -0.076 -0.027 0.060
H 2.2901 -5.8920 -3.8723 -0.004 -0.070 -0.050
H -0.6030 -1.0864 1.2616 -0.010 -0.236 -0.038
O -3.1942 2.8118 3.2991 0.727 -0.638 -0.563
C -0.6281 -0.0130 1.3027 0.326 -0.073 -0.251
C 2.3489 -4.7979 -1.4585 0.003 0.037 -0.117
C -2.1474 3.1322 2.5117 -0.167 1.486 0.155
C -2.0370 4.5001 2.4564 -0.124 -1.010 0.071
H 2.3403 -4.6732 0.6752 0.010 -0.035 0.090
H -0.5325 -1.0713 -2.8539 0.013 0.009 0.062
C 0.2562 0.7767 0.6292 0.301 0.158 -0.351
S 1.6180 0.2898 -0.4072 -0.352 -0.062 0.314
H 3.3368 -4.5510 -4.3318 0.046 -0.031 -0.087
C 2.3413 -4.8105 -3.9705 0.064 0.040 0.009
H 1.4269 -2.3227 -3.5465 -0.039 0.079 -0.116
H -0.3849 0.5373 -2.1149 -0.131 0.007 -0.176
H -2.6321 6.8704 4.0676 -0.001 0.066 0.039
C 1.3964 -2.1885 -1.4052 0.355 -0.712 0.237
C -3.0985 4.9627 3.2721 0.104 -0.555 -0.095
N 0.8869 -0.8818 -1.3494 0.473 0.802 0.510
C -1.3774 2.0874 1.9052 0.512 -0.622 -0.357
H -4.3305 6.3817 4.2339 -0.052 0.075 0.040
O 2.6387 -0.2832 0.4096 -0.142 -0.226 -0.085
O 1.9395 1.4262 -1.2179 -0.217 0.020 -0.086
```
Positions in Å, forces in eV/Å.

Calculated values
SMILES: Cc1cccc(N(C)S(=O)(=O)c2ccc(-c3cc(C)no3)s2)c1
Frontier orbital gap, eV: 8.3
Max |F|, eV/A: 1.50
Energy relative to the best compared isomer or geometry (same formula, charge and spin), eV: 2.5155

=====

No. 4
This record from the OMol25 dataset describes a molecular structure, C16H16N3O4Ta. The level of theory is wB97M-V/def2-TZVPD.

The geometry in XYZ format:
```
40
Properties=species:S:1:pos:R:3:forces:R:3
H 3.2162 -0.4370 4.2800 0.022 0.039 -0.022
O 1.9719 0.2681 1.9801 0.082 0.098 0.539
C -5.4579 2.1876 -1.0757 0.032 -0.001 0.012
H 4.2773 -0.5961 2.8729 0.017 0.000 0.022
C -0.7533 -2.9233 1.2714 -0.038 -0.024 -0.029
O 4.6332 -0.3932 -0.1960 -0.063 -0.039 -0.072
Ta 1.0285 1.0255 0.5677 -0.631 -0.214 -1.060
H -2.5493 3.3329 0.2132 0.000 0.006 0.002
H 4.7515 0.4443 -2.8963 -0.008 0.006 0.014
C 3.9218 -0.1713 -2.5493 -0.046 -0.048 -0.030
C 1.8280 0.6306 -1.8237 0.008 -0.018 0.006
C 0.2189 -1.8088 1.3663 -0.141 0.094 -0.118
O 0.6351 1.0060 -1.5795 0.114 0.060 0.439
C 2.5512 0.3053 -3.0749 0.009 -0.012 0.002
C 3.8502 -0.0855 -1.0315 0.214 0.064 0.057
H -6.4245 2.5475 -1.4017 -0.002 0.004 0.001
H -1.6956 -2.6243 1.7376 0.018 -0.001 0.031
H 1.6082 -2.9452 2.5084 0.017 0.004 0.009
H 1.9960 -0.4402 -3.6472 0.003 -0.005 0.006
C -3.2817 2.6358 -0.1697 0.058 -0.078 -0.002
H 4.1504 -1.1996 -2.8266 0.002 0.002 -0.017
C -4.5188 3.0871 -0.5843 -0.060 0.032 -0.016
H -4.7564 4.1400 -0.5262 0.002 0.001 -0.002
N 2.5590 0.4861 -0.7129 0.146 -0.137 -0.059
H 3.6156 -2.0516 3.6623 -0.025 -0.007 -0.020
H -0.3681 -3.8180 1.7487 -0.009 -0.013 0.000
C 3.4085 -1.0240 3.3778 -0.038 -0.029 0.040
H -0.9958 -3.1196 0.2248 0.017 -0.001 0.006
C -3.9369 0.3641 -0.7395 0.053 0.019 0.028
N -0.1191 -0.6335 0.7872 0.710 0.660 0.101
C 1.4126 -1.9655 2.0989 0.200 0.127 0.098
O -0.7527 1.6750 0.5854 -0.036 -0.058 0.330
H 2.6012 1.2010 -3.6995 0.001 -0.006 -0.009
N -1.3990 -0.4848 0.2984 -0.240 0.141 -0.099
C 2.2455 -0.9396 2.4759 -0.076 -0.406 -0.112
H -3.6986 -0.6890 -0.7944 -0.004 -0.003 -0.004
H -5.9041 0.1387 -1.5405 0.001 -0.005 0.000
C -1.7139 0.7765 0.2101 -0.164 -0.281 -0.021
C -2.9879 1.2694 -0.2432 -0.138 0.010 -0.051
C -5.1671 0.8288 -1.1547 -0.009 0.022 0.000
```
Positions in Å, forces in eV/Å.

Calculated values
Frontier orbital gap, eV: 5.3
Max |F|, eV/A: 1.25
Charge: +2
Energy relative to the best compared isomer or geometry (same formula, charge and spin), eV: 0.3366